Entry from OMol25: C19H24CrN10S as an isolated structure in a non-equilibrium geometry (the ωB97M-V functional and the def2-TZVPD basis).

Calculated values
Frontier orbital gap (alpha / beta), Ha: 0.2570 / 0.2836
LUMO (alpha / beta), eV: -10.14 / -9.44
Max |F|, Eh/bohr: 0.028
Expectation value of S²: 3.79

```
! wB97M-V def2-TZVPD RIJCOSX def2/J DEFGRID3
* xyz 3 4
Cr -0.312 -0.525 -0.389
C 0.390 2.251 -1.480
N -0.763 1.594 -0.825
C -1.253 2.278 0.390
C -1.578 1.237 1.402
N -0.896 0.096 1.432
C -1.372 -0.608 2.524
C -0.965 -1.811 3.098
C -1.662 -2.256 4.204
C -2.754 -1.552 4.722
C -3.155 -0.340 4.191
C -2.426 0.135 3.109
N -2.512 1.300 2.366
C 1.428 1.212 -1.740
N 1.473 0.110 -0.991
C 2.566 -0.608 -1.436
C 3.163 -1.774 -0.962
C 4.245 -2.273 -1.660
C 4.727 -1.646 -2.812
C 4.193 -0.451 -3.265
C 3.130 0.073 -2.539
N 2.382 1.227 -2.676
H 0.821 3.016 -0.820
H 0.096 2.754 -2.406
H -1.528 1.600 -1.499
H -2.111 2.925 0.179
H -0.464 2.912 0.815
H -0.103 -2.352 2.745
H -1.358 -3.175 4.678
H -3.280 -1.961 5.569
H -3.985 0.208 4.609
H -3.100 2.090 2.600
H 2.851 -2.242 -0.045
H 4.734 -3.166 -1.305
H 5.553 -2.092 -3.343
H 4.591 0.044 -4.137
H 2.566 1.959 -3.351
C -5.508 0.030 -1.181
C -4.360 -0.254 -2.058
N -4.319 -0.033 -3.329
N -3.098 -0.347 -3.775
C -2.312 -0.764 -2.774
S -0.674 -1.144 -2.769
N -3.104 -0.719 -1.653
N -2.631 -1.235 -0.432
H -6.376 0.219 -1.813
H -5.340 0.926 -0.581
H -5.728 -0.800 -0.510
H -2.900 -0.323 -4.770
H -2.616 -2.261 -0.500
H -3.298 -1.010 0.312
N 0.233 -2.569 0.105
H 0.669 -3.034 -0.695
H -0.470 -3.225 0.450
H 0.952 -2.564 0.832
*
```

=====

Entry from OMol25: C35H35Br2MnN10Si as an isolated structure in a non-equilibrium geometry (the ωB97M-V functional and the def2-TZVPD basis).

Calculated values
Frontier orbital gap (alpha / beta), Ha: 0.1685 / 0.2007
LUMO (alpha / beta), eV: -3.64 / -3.76
Max |F|, Eh/bohr: 0.045
Expectation value of S²: 8.76

```
! wB97M-V def2-TZVPD RIJCOSX def2/J DEFGRID3
* xyz 1 6
Mn -0.044 -0.105 -0.135
Br 0.367 -0.894 6.463
C 0.262 -0.630 4.597
C 0.833 0.503 4.027
C 0.715 0.644 2.663
N 0.096 -0.235 1.875
C -0.454 -1.340 2.426
C -0.378 -1.555 3.804
C -1.126 -2.258 1.505
C -1.804 -3.394 1.941
C -2.387 -4.232 1.015
Br -3.320 -5.766 1.589
C -2.307 -3.926 -0.337
C -1.652 -2.764 -0.685
N -1.071 -1.944 0.187
H 1.343 1.242 4.627
H 1.129 1.514 2.166
H -0.820 -2.433 4.248
H -1.891 -3.618 2.994
H -2.752 -4.563 -1.087
H -1.600 -2.469 -1.727
C 4.262 1.023 -0.350
C 2.890 1.034 -0.513
N 2.130 -0.017 -0.193
C 2.725 -1.116 0.264
C 4.102 -1.257 0.414
C 4.872 -0.127 0.121
C 4.762 -2.454 0.939
C 4.441 -3.760 0.935
C 3.385 -4.525 0.265
C 3.207 -5.869 0.609
C 2.183 -6.560 -0.012
N 1.419 -6.007 -0.952
C 1.707 -4.750 -1.262
N 2.625 -3.984 -0.694
H 4.841 1.902 -0.597
H 2.373 1.897 -0.916
H 2.078 -1.937 0.523
H 5.947 -0.162 0.245
H 5.700 -2.223 1.434
H 5.114 -4.399 1.496
H 3.837 -6.346 1.347
H 1.956 -7.589 0.242
H 1.128 -4.297 -2.063
C -2.037 0.285 -3.099
Si -0.197 0.148 -2.524
C 0.581 -1.396 -3.391
C 0.654 1.607 -3.448
H -2.139 -0.157 -4.095
H -2.331 1.334 -3.167
H -2.744 -0.215 -2.431
H 0.850 -1.125 -4.416
H -0.116 -2.238 -3.451
H 1.486 -1.745 -2.888
H 0.401 1.535 -4.511
H 1.744 1.570 -3.374
H 0.324 2.591 -3.108
C -3.324 0.874 1.536
C -2.548 1.918 0.813
N -1.388 1.729 0.210
C -1.012 2.946 -0.312
C -1.955 3.875 -0.022
N -2.939 3.214 0.678
C -4.132 3.869 1.205
N -5.309 3.079 1.050
N -5.931 2.573 2.152
N -6.894 1.833 1.788
C -6.948 1.803 0.410
C -7.802 1.128 -0.463
C -7.578 1.294 -1.812
C -6.538 2.109 -2.293
C -5.685 2.783 -1.446
C -5.914 2.612 -0.083
H -2.679 0.027 1.750
H -4.164 0.515 0.938
H -3.724 1.256 2.474
H -0.086 3.061 -0.847
H -2.031 4.918 -0.278
H -4.233 4.815 0.674
H -4.026 4.064 2.272
H -8.599 0.508 -0.079
H -8.211 0.784 -2.525
H -6.409 2.213 -3.362
H -4.890 3.411 -1.828
*
```

=====

Entry from OMol25: C20H35AsBrCoF6N6O8S2Si2 as an isolated structure (the ωB97M-V functional and the def2-TZVPD basis).

Calculated values
Energy relative to the best compared isomer or geometry (same formula, charge and spin), kJ/mol: 9.4
Frontier orbital gap (alpha / beta), Ha: 0.2172 / 0.2175
LUMO (alpha / beta), eV: 2.00 / 2.00
Max |F|, Eh/bohr: 0.013
Expectation value of S²: 0.81

```
! wB97M-V def2-TZVPD RIJCOSX def2/J DEFGRID3
* xyz -1 2
Co -0.058 -0.276 0.237
N -0.552 1.364 -0.827
C -1.220 1.093 -2.107
C -2.305 2.130 -2.456
C -3.103 2.790 -1.313
C -3.781 1.888 -0.256
N -4.001 0.517 -0.694
C -4.924 0.114 -1.530
N -5.964 0.932 -1.824
N -4.827 -1.096 -2.097
C -1.732 -0.364 -2.196
O -2.460 -0.630 -3.185
O -1.412 -1.167 -1.294
H -1.188 1.781 -0.153
H 0.214 2.019 -0.935
H -0.451 1.120 -2.881
H -2.981 1.647 -3.164
H -1.837 2.957 -2.997
H -3.862 3.412 -1.797
H -2.461 3.482 -0.762
H -4.719 2.337 0.080
H -3.171 1.792 0.639
H -3.300 -0.150 -0.361
H -6.199 1.662 -1.174
H -6.707 0.576 -2.396
H -3.856 -1.296 -2.441
H -5.550 -1.334 -2.756
F 2.201 3.572 2.165
C 2.450 2.698 3.138
F 3.698 2.246 2.991
F 2.368 3.330 4.312
S 1.281 1.271 3.088
O 1.373 0.834 1.715
O 1.777 0.394 4.106
N -0.112 1.832 3.541
S -1.141 2.704 2.734
O -0.759 3.050 1.387
O -2.484 2.276 2.980
C -1.045 4.306 3.645
F 0.132 4.906 3.463
F -1.235 4.137 4.954
F -2.003 5.123 3.185
Br 2.616 -2.588 1.624
C 0.945 -2.425 2.459
C 0.827 -3.000 3.717
C -0.383 -2.919 4.370
C -1.428 -2.268 3.742
C -1.205 -1.702 2.504
N -0.033 -1.772 1.840
C -2.293 -0.879 1.863
O -3.465 -1.077 2.150
O -1.845 -0.013 1.039
H 1.686 -3.480 4.160
H -0.502 -3.344 5.358
H -2.408 -2.156 4.181
C 3.828 1.865 -0.606
Si 3.885 0.040 -1.119
C 5.043 -0.818 0.104
C 4.768 -0.041 -2.790
As 1.693 -0.612 -1.455
Si 1.719 -2.857 -2.059
C 0.503 -3.908 -1.070
C 1.186 -2.960 -3.864
C 3.405 -3.709 -1.947
H 4.170 2.508 -1.421
H 4.463 2.054 0.264
H 2.813 2.166 -0.338
H 6.049 -0.405 -0.020
H 5.102 -1.896 -0.065
H 4.731 -0.642 1.134
H 5.806 0.294 -2.704
H 4.254 0.605 -3.505
H 4.770 -1.052 -3.203
H -0.343 -3.306 -0.735
H 0.985 -4.360 -0.201
H 0.114 -4.713 -1.702
H 0.164 -2.583 -3.964
H 1.216 -3.988 -4.238
H 1.830 -2.339 -4.491
H 3.742 -3.789 -0.912
H 4.174 -3.183 -2.515
H 3.325 -4.724 -2.350
*
```

=====

Entry from OMol25: one molecule with the formula C6H9N3 in a non-equilibrium geometry (the ωB97M-V functional and the def2-TZVPD basis).

Calculated values
Energy relative to the best compared isomer or geometry (same formula, charge and spin), kJ/mol: 261.6
Frontier orbital gap, Ha: 0.2913
Structure (SMILES): [H]/N=C1/C[C@H](C)C(=N\[H])/C1=N/[H]
LUMO, eV: -0.35
Max |F|, Eh/bohr: 0.126

```
! wB97M-V def2-TZVPD RIJCOSX def2/J DEFGRID3
* xyz 0 1
H 1.544 -2.389 1.266
N 0.585 -2.077 1.420
C 0.352 -0.910 1.038
C -0.971 -0.213 0.946
C -0.689 0.766 -0.219
C -1.612 0.565 -1.412
C 0.778 0.403 -0.522
N 1.374 0.154 -1.623
H 0.821 0.386 -2.445
C 1.518 0.376 0.760
N 2.652 0.436 1.230
H 2.927 -0.242 1.944
H -1.206 0.296 1.885
H -1.781 -0.917 0.743
H -0.740 1.807 0.116
H -1.358 1.250 -2.221
H -1.551 -0.457 -1.788
H -2.642 0.764 -1.121
*
```

=====

Entry from OMol25: C6H6N4OsS4 as an isolated structure in a non-equilibrium geometry (the ωB97M-V functional and the def2-TZVPD basis).

Calculated values
Frontier orbital gap (alpha / beta), Ha: 0.2386 / 0.2386
LUMO (alpha / beta), eV: -9.24 / -9.24
Max |F|, Eh/bohr: 0.024

```
! wB97M-V def2-TZVPD RIJCOSX def2/J DEFGRID3
* xyz 2 1
Os 0.007 1.811 -0.047
N 1.673 -1.979 -0.420
C 2.893 -1.335 -0.438
C 2.634 -0.006 -0.335
N 1.269 0.158 -0.243
C 0.722 -1.049 -0.313
C -0.717 -1.046 -0.310
N -1.260 0.164 -0.238
C -2.626 0.006 -0.325
C -2.890 -1.322 -0.428
N -1.673 -1.971 -0.414
H 1.545 -2.978 -0.491
H 3.822 -1.870 -0.527
H 3.320 0.823 -0.316
H -3.308 0.837 -0.304
H -3.822 -1.853 -0.513
H -1.550 -2.971 -0.486
S -0.008 1.879 2.042
S -0.048 3.652 2.904
S 0.005 5.019 1.478
S 0.012 4.032 -0.276
*
```